1.
{"formula": "C19H23MgN3O8S", "method": "ωB97M-V/def2-TZVPD", "symbols": ["Mg", "O", "C", "O", "C", "C", "C", "C", "C", "O", "C", "C", "O", "O", "H", "H", "H", "H", "H", "H", "H", "H", "O", "N", "C", "C", "C", "C", "C", "S", "H", "H", "H", "H", "O", "C", "C", "C", "C", "C", "C", "N", "H", "H", "H", "H", "H", "H", "H", "H", "H", "H", "H", "O", "N"], "coordinates": [[-0.039, 0.902, -0.324], [0.104, 1.624, 3.896], [0.460, 1.356, 2.791], [-0.275, 0.290, 1.995], [1.948, 1.287, 2.378], [2.366, -0.032, 1.704], [3.891, -0.142, 1.720], [4.297, 0.885, 0.632], [2.940, 1.409, 0.181], [2.080, 0.230, 0.293], [2.278, 2.297, 1.240], [0.925, 2.729, 0.668], [0.781, 2.904, -0.558], [-0.045, 2.640, 1.487], [2.493, 1.466, 3.299], [1.830, -0.913, 2.030], [4.214, -1.148, 1.462], [4.286, 0.101, 2.705], [4.796, 0.397, -0.203], [4.943, 1.681, 1.000], [2.892, 1.812, -0.823], [2.873, 3.159, 1.536], [-1.897, 1.362, -0.525], [-2.196, 2.166, -1.546], [-3.220, 3.028, -1.362], [-3.635, 3.862, -2.358], [-2.964, 3.816, -3.585], [-1.912, 2.953, -3.748], [-1.484, 2.093, -2.715], [-0.171, 1.002, -2.867], [-3.659, 2.987, -0.378], [-4.457, 4.541, -2.178], [-3.270, 4.463, -4.398], [-1.360, 2.902, -4.676], [-0.335, -1.008, -0.517], [-0.837, -1.976, -1.069], [-2.279, -2.318, -0.893], [-2.269, -3.125, 0.437], [-1.216, -4.250, 0.563], [0.257, -3.797, 0.699], [0.946, -3.467, -0.643], [-0.053, -2.958, -1.601], [-2.649, -2.929, -1.718], [-2.880, -1.417, -0.789], [-3.260, -3.557, 0.577], [-2.112, -2.409, 1.246], [-1.317, -4.957, -0.271], [-1.473, -4.815, 1.460], [0.826, -4.577, 1.208], [0.286, -2.913, 1.342], [1.401, -4.351, -1.086], [1.722, -2.717, -0.510], [-0.595, -3.697, -2.021], [-2.262, 1.011, 2.645], [-1.712, 0.118, 2.167]], "homo_lumo_gap_ev": 7.9, "e_tot_ev": -57206.4164, "e_above_lowest_kcal_mol": 35.0, "total_charge": 0, "homo_energy_ev": -7.4}

2.
{"formula": "C36H38N8O5S4Ti", "method": "ωB97M-V/def2-TZVPD", "symbols": ["Ti", "C", "O", "C", "C", "C", "C", "C", "C", "N", "C", "N", "C", "C", "C", "C", "C", "C", "O", "C", "N", "C", "C", "C", "C", "C", "C", "O", "C", "H", "H", "H", "H", "H", "H", "H", "H", "H", "H", "H", "H", "H", "H", "H", "H", "H", "H", "H", "H", "H", "H", "C", "C", "O", "N", "C", "C", "C", "C", "C", "C", "N", "H", "H", "H", "H", "H", "H", "H", "H", "H", "H", "S", "C", "S", "C", "C", "N", "C", "N", "C", "S", "C", "H", "H", "H", "H", "H", "H", "O", "S", "N"], "coordinates": [[0.369, -1.228, -0.594], [-1.873, 6.444, 0.340], [-1.838, 5.037, 0.358], [-3.032, 4.361, 0.334], [-4.287, 4.941, 0.399], [-5.422, 4.142, 0.351], [-5.310, 2.771, 0.236], [-4.060, 2.179, 0.162], [-2.916, 2.962, 0.215], [-1.623, 2.455, 0.086], [-1.167, 1.176, 0.282], [-1.800, 0.468, 1.226], [-1.667, -0.884, 1.614], [-0.746, -1.764, 1.040], [-0.708, -3.052, 1.592], [-1.523, -3.426, 2.643], [-2.446, -2.541, 3.181], [-2.536, -1.265, 2.657], [-3.421, -0.290, 3.081], [-4.435, -0.664, 3.983], [-0.061, 0.779, -0.304], [0.332, 1.487, -1.457], [1.590, 2.064, -1.563], [1.980, 2.700, -2.732], [1.091, 2.796, -3.787], [-0.174, 2.233, -3.700], [-0.571, 1.562, -2.550], [-1.786, 1.012, -2.319], [-2.589, 0.526, -3.392], [-0.835, 6.764, 0.272], [-2.314, 6.849, 1.256], [-2.424, 6.818, -0.528], [-4.395, 6.011, 0.490], [-6.394, 4.606, 0.392], [-6.194, 2.153, 0.192], [-3.974, 1.114, 0.018], [-0.971, 3.101, -0.343], [-2.563, 0.935, 1.705], [-0.014, -3.791, 1.205], [-1.449, -4.422, 3.051], [-3.081, -2.870, 3.988], [-5.070, 0.215, 4.091], [-4.023, -0.931, 4.961], [-5.024, -1.502, 3.598], [2.276, 1.993, -0.728], [2.969, 3.129, -2.810], [1.383, 3.314, -4.689], [-0.857, 2.343, -4.529], [-3.617, 0.801, -3.157], [-2.497, -0.565, -3.444], [-2.306, 0.949, -4.354], [3.154, -0.394, -4.129], [2.981, -0.685, -2.661], [1.880, -0.680, -2.117], [4.122, -0.919, -1.988], [4.122, -1.427, -0.623], [3.478, -0.461, 0.343], [4.217, 0.623, 0.818], [3.672, 1.441, 1.791], [2.410, 1.131, 2.278], [1.736, 0.052, 1.732], [2.240, -0.711, 0.763], [3.085, -1.332, -4.682], [4.117, 0.070, -4.335], [2.355, 0.264, -4.463], [4.965, -1.044, -2.526], [5.160, -1.591, -0.332], [3.586, -2.384, -0.578], [5.207, 0.814, 0.431], [4.221, 2.286, 2.181], [1.953, 1.713, 3.062], [0.764, -0.244, 2.111], [-1.010, -4.639, -1.871], [0.716, -4.699, -1.677], [1.542, -3.362, -0.971], [1.463, -5.775, -2.109], [2.865, -5.711, -2.099], [4.010, -5.602, -2.156], [0.900, -6.935, -2.660], [0.478, -7.900, -3.121], [3.967, -2.437, 3.409], [2.204, -2.828, 3.212], [1.568, -1.829, 4.591], [4.110, -1.365, 3.297], [4.501, -2.966, 2.627], [4.315, -2.770, 4.382], [1.922, -2.241, 5.533], [0.485, -1.873, 4.543], [1.907, -0.801, 4.479], [-1.780, -2.501, -3.870], [-0.686, -2.631, -2.906], [-0.897, -1.649, -1.724]], "homo_lumo_gap_ev": 7.1, "e_tot_ev": -126563.3245, "e_above_lowest_kcal_mol": 22.0, "total_charge": 0, "homo_energy_ev": -7.3}

3.
{"formula": "C3H6N2", "method": "ωB97M-V/def2-TZVPD", "symbols": ["C", "C", "C", "N", "N", "H", "H", "H", "H", "H", "H"], "coordinates": [[-1.271, -0.650, -0.138], [1.441, 0.510, -0.575], [-0.326, 0.430, 0.308], [0.344, 1.176, -0.679], [1.240, -0.329, 0.472], [1.476, 0.107, 1.358], [2.342, 0.502, -1.194], [-0.662, 0.997, 1.183], [-0.866, -1.229, -0.969], [-2.214, -0.186, -0.454], [-1.504, -1.328, 0.687]], "homo_lumo_gap_ev": 10.2, "e_tot_ev": -6186.1605, "e_above_lowest_kcal_mol": 55.0, "total_charge": 0, "homo_energy_ev": -9.0}

4.
{"formula": "C26H23BeGeNO5S", "method": "ωB97M-V/def2-TZVPD", "symbols": ["Be", "O", "C", "O", "C", "C", "C", "C", "C", "N", "C", "O", "O", "H", "H", "H", "H", "Ge", "C", "C", "C", "C", "C", "C", "C", "C", "C", "C", "C", "C", "H", "H", "H", "H", "H", "H", "H", "H", "H", "H", "H", "C", "S", "O", "C", "C", "C", "C", "C", "C", "H", "H", "H", "H", "H", "H", "H", "H"], "coordinates": [[-3.119, -3.563, 17.477], [0.563, -2.275, 17.138], [-0.730, -2.529, 17.257], [-1.481, -3.047, 16.430], [-1.348, -2.026, 18.522], [-0.834, -1.324, 19.588], [-1.726, -0.902, 20.571], [-3.089, -1.135, 20.486], [-3.511, -1.863, 19.400], [-2.626, -2.306, 18.504], [-4.904, -2.335, 18.941], [-5.937, -2.009, 19.419], [-4.757, -3.199, 17.884], [0.919, -2.572, 16.300], [0.228, -1.051, 19.613], [-1.299, -0.314, 21.363], [-3.799, -0.790, 21.249], [-6.137, -3.416, 16.449], [-7.819, -3.485, 17.412], [-8.438, -2.329, 17.891], [-9.566, -2.447, 18.699], [-10.124, -3.677, 19.000], [-9.548, -4.810, 18.468], [-8.397, -4.737, 17.704], [-5.469, -2.119, 15.179], [-4.753, -2.542, 14.020], [-4.375, -1.615, 13.047], [-4.702, -0.288, 13.164], [-5.436, 0.130, 14.267], [-5.778, -0.776, 15.253], [-5.657, -4.773, 15.964], [-8.007, -1.349, 17.730], [-10.003, -1.566, 19.133], [-10.970, -3.723, 19.688], [-9.992, -5.756, 18.680], [-7.952, -5.658, 17.336], [-4.494, -3.568, 13.820], [-3.774, -1.921, 12.214], [-4.434, 0.387, 12.362], [-5.717, 1.174, 14.329], [-6.382, -0.402, 16.060], [-4.223, -6.421, 19.145], [-3.487, -6.383, 17.516], [-2.743, -5.002, 17.512], [-2.270, -7.594, 17.620], [-1.208, -7.526, 18.537], [-0.314, -8.585, 18.564], [-0.479, -9.687, 17.747], [-1.516, -9.725, 16.828], [-2.424, -8.660, 16.749], [-3.458, -6.239, 19.893], [-4.638, -7.410, 19.238], [-5.033, -5.703, 19.164], [-1.116, -6.680, 19.200], [0.545, -8.589, 19.242], [0.178, -10.548, 17.796], [-1.610, -10.566, 16.146], [-3.244, -8.705, 16.044]], "homo_lumo_gap_ev": 7.3, "e_tot_ev": -106804.6673, "e_above_lowest_kcal_mol": 0.0, "total_charge": 2, "homo_energy_ev": -14.1}